C16H19B2F4N4O6S4SbV | ωB97M-V/def2-TZVPD

Summary:
2S+1 = 2
lowest unoccupied orbital energy (alpha / beta) = -1.597 / -1.655 eV
energy above the lowest of the compared OMol25 structures with the same formula, charge and spin = 0.0 kJ/mol
charge = 0
HOMO (alpha / beta) = -7.417 / -7.636 eV

CARTESIAN COORDINATES (ANGSTROEM)
V 0.0432 -0.5321 -0.3130
C -1.4287 -1.1712 -3.8924
C -0.5887 -1.2563 -2.6605
N -1.0577 -1.5952 -1.4856
O -2.3801 -1.9483 -1.4332
B -2.7600 -3.2340 -0.7746
F -1.8507 -4.2100 -0.9557
F -4.0147 -3.4984 -1.3396
O -2.9450 -3.0152 0.6833
N -1.2016 -1.0628 1.1382
C -0.5897 -1.4450 2.2998
C -1.3801 -1.8084 3.5110
C 0.7821 -1.2983 2.2308
N 1.1413 -0.7302 1.0746
O 2.4337 -0.3894 0.9030
B 3.0763 -1.4332 0.0447
F 2.5017 -2.6621 0.3759
F 4.4176 -1.4172 0.1744
O 2.7104 -1.1528 -1.3860
N 1.3890 -1.1651 -1.5167
C 0.8403 -1.0712 -2.6911
C 1.6285 -0.9105 -3.9512
C 1.8099 -1.5539 3.2823
H -2.3120 -1.8000 -3.7790
H -0.8674 -1.4821 -4.7676
H -1.7642 -0.1420 -4.0450
H -2.1776 -2.4998 3.2465
H -1.8306 -0.9149 3.9549
H -0.7405 -2.2860 4.2479
H 2.6850 -0.8298 -3.6979
H 1.3115 -0.0188 -4.4951
H 1.4932 -1.7764 -4.5991
H 1.3731 -1.7033 4.2647
H 2.4834 -0.6963 3.3025
H 2.4095 -2.4227 3.0093
C -0.0922 3.3756 3.0064
C -0.0373 2.5214 1.7639
O -0.5984 1.4286 1.7574
C 0.7026 3.0300 0.6062
C 1.3066 4.2944 0.6132
C 2.0434 4.7462 -0.4583
C 2.2023 3.9437 -1.5843
C 1.6019 2.7087 -1.6407
C 0.8489 2.2231 -0.5582
O 0.3298 1.0363 -0.6434
H -0.6125 2.8238 3.7863
H -0.6290 4.3011 2.8065
H 0.9116 3.6174 3.3479
H 1.1931 4.9345 1.4745
H 2.4952 5.7243 -0.4267
H 2.7935 4.2917 -2.4178
H 1.7062 2.0682 -2.5070
S -6.5469 0.2051 0.1123
Sb -4.9148 -0.7490 -1.0970
S -2.7726 0.7841 -0.3717
S -2.5661 -0.2171 1.3094
S -4.0056 -1.9592 1.1605

Cartesian forces, eV/Å:
V -2.060 -2.808 2.091
C -0.119 -0.095 0.197
C -1.561 -0.641 0.188
N -1.153 -1.353 -1.618
O 0.446 0.367 -0.627
B -0.018 -0.037 -0.326
F 0.386 -0.332 -0.033
F -0.093 -0.025 0.032
O -0.050 -0.463 0.702
N -0.546 -0.101 -0.218
C 1.403 -0.028 1.122
C 0.136 -0.071 -0.147
C -1.192 -0.369 1.511
N 0.416 -0.155 -0.105
O 1.056 0.022 0.061
B -0.426 -0.448 0.633
F 0.260 -0.289 -0.056
F 0.458 0.324 -0.139
O -0.194 0.172 -0.692
N 1.152 -0.734 -1.599
C 1.745 -0.155 0.066
C 0.050 0.049 0.189
C 0.045 -0.021 -0.241
H 0.097 0.062 0.012
H 0.064 0.024 -0.073
H 0.045 0.013 0.008
H -0.068 -0.129 0.087
H 0.001 -0.031 0.076
H -0.071 0.015 0.075
H -0.109 0.031 -0.041
H -0.017 -0.030 -0.027
H -0.032 -0.009 -0.045
H -0.064 -0.017 0.003
H -0.002 -0.069 0.149
H 0.034 -0.036 0.052
C -0.099 -0.214 0.067
C -0.515 -0.542 0.565
O 0.452 1.321 0.307
C 0.243 -0.401 -0.977
C -0.136 -0.234 -0.044
C 0.070 0.082 -0.117
C -0.100 0.136 0.160
C -0.339 -0.458 0.240
C 1.189 2.363 0.497
O 0.106 4.116 -1.678
H 0.001 0.005 -0.057
H 0.011 0.119 -0.002
H 0.072 0.096 0.029
H -0.002 0.008 0.081
H 0.074 0.104 0.026
H 0.040 0.031 -0.077
H 0.049 -0.007 -0.020
S 0.533 -0.294 -0.458
Sb -0.799 0.622 0.672
S -0.470 0.606 -0.618
S -0.514 -0.300 0.860
S 0.118 0.206 -0.723


C16H19BCdN10S | ωB97M-V/def2-TZVPD

Summary:
2S+1 = 2
lowest unoccupied orbital energy (alpha / beta) = -2.701 / -5.148 eV
charge = +1
HOMO (alpha / beta) = -11.472 / -11.473 eV

CARTESIAN COORDINATES (ANGSTROEM)
Cd 0.0167 0.1983 1.4995
C -0.8862 -2.5823 -0.6619
C -0.3252 -2.7293 0.5898
N 0.5980 -1.7666 0.7780
N 0.6469 -1.0318 -0.3256
C -0.2571 -1.4904 -1.2127
B 1.5473 0.2150 -0.4751
N 2.5212 0.2836 0.7320
C 3.8557 0.4963 0.8443
C 4.1874 0.5040 2.1834
C 3.0015 0.3128 2.8472
N 2.0113 0.1982 1.9454
N 0.6169 1.4373 -0.3306
C -0.3280 1.8874 -1.1802
C -0.9456 2.9718 -0.6017
C -0.3409 3.1176 0.6292
N 0.5979 2.1632 0.7780
N 2.2581 0.1933 -1.8725
C 3.5062 -0.2121 -2.2089
C 3.6561 -0.1058 -3.5728
C 2.4435 0.3457 -4.0318
N 1.6136 0.5073 -2.9872
H -1.6609 -3.1884 -1.1114
H -0.5791 -3.4849 1.3205
H -0.4495 -1.0658 -2.1887
H 4.5629 0.6677 0.0572
H 5.1665 0.6486 2.6210
H 2.8605 0.2713 3.9193
H -0.5611 1.4698 -2.1491
H -1.7415 3.5728 -1.0197
H -0.5756 3.8666 1.3729
H 4.2672 -0.5910 -1.5515
H 4.5315 -0.3476 -4.1607
H 2.1739 0.5310 -5.0626
C -3.3568 -0.2891 -0.8558
N -3.5384 -0.4569 0.5663
C -4.3142 -1.4395 1.1500
C -4.2593 -1.3034 2.4816
N -3.4517 -0.2366 2.7820
C -2.9711 0.3319 1.5905
S -1.9650 1.6386 1.4995
H -3.9175 -1.0473 -1.4097
H -2.2921 -0.3743 -1.0919
H -3.7032 0.7075 -1.1443
H -4.8541 -2.1711 0.5684
H -4.7397 -1.8924 3.2474
H -3.2246 0.1041 3.7055
H -1.4039 -0.8342 1.4995

Cartesian forces, eV/Å:
Cd -2.879 -0.025 4.246
C -0.378 -0.266 -0.503
C 0.288 0.220 -0.057
N 0.588 -2.917 1.003
N -0.276 -0.919 -2.233
C -0.327 -0.284 -0.858
B 1.942 0.370 -1.560
N 1.663 0.110 -1.393
C 0.546 0.108 0.230
C 0.654 0.145 -0.426
C -1.015 -0.056 -0.191
N 1.595 -0.278 2.860
N -0.472 0.429 -2.332
C -0.860 0.693 -0.995
C 0.345 0.531 -1.202
C 1.935 0.566 -0.824
N 0.756 3.735 1.013
N 0.763 -0.415 0.965
C 1.083 -0.375 -0.176
C 1.028 -0.480 0.316
C -1.038 0.179 0.895
N -1.624 0.794 -1.527
H 0.171 0.082 -0.007
H 0.332 0.288 0.195
H 0.519 0.186 0.095
H -0.378 -0.053 -0.456
H -0.182 -0.041 -0.191
H -0.388 -0.038 -0.246
H 0.522 -0.170 0.145
H 0.121 -0.141 0.026
H 0.386 -0.245 0.168
H -0.268 0.031 0.390
H -0.092 0.026 0.221
H -0.369 0.124 0.298
C 0.266 0.700 -0.315
N 0.319 1.115 2.411
C -0.010 -0.199 -0.397
C -0.210 -0.375 0.840
N 0.166 0.634 -2.413
C -3.530 -3.348 1.010
S -1.473 -0.147 0.839
H 0.085 0.117 0.304
H -0.316 0.077 0.005
H 0.028 -0.178 -0.062
H 0.091 0.145 -0.003
H 0.042 0.072 -0.095
H 0.027 0.086 -0.244
H -0.176 -0.615 0.232


C16H19BCuN6Te | ωB97M-V/def2-TZVPD

Summary:
2S+1 = 2
lowest unoccupied orbital energy (alpha / beta) = -0.257 / -2.627 eV
energy above the lowest of the compared OMol25 structures with the same formula, charge and spin = 0.0 kJ/mol
charge = 0
HOMO (alpha / beta) = -8.330 / -8.330 eV

CARTESIAN COORDINATES (ANGSTROEM)
H -0.7512 -4.0313 0.9112
N -1.6139 -2.1099 0.7358
B -3.0299 -0.0169 -0.1335
N -2.6050 -1.5285 -0.0866
C -3.2997 -2.5384 -0.6844
Cu -0.4739 -1.6651 2.2241
H -4.2214 -2.3096 -1.2242
C -2.6295 -3.7403 -0.4188
H -2.8880 -4.7106 -0.8086
C -1.5615 -3.4355 0.4649
H -4.2557 0.0426 -0.1833
C 2.6813 2.4892 -1.1983
H 3.1978 3.1136 -0.4596
H 2.2004 1.6463 -0.6905
H 1.9068 3.1023 -1.6767
N -2.6842 0.8806 -1.4778
N -2.6107 0.5663 1.2577
N -1.3653 1.0969 -1.8221
N -1.5958 0.0745 2.0970
C -3.4691 1.5380 -2.4270
C -3.3061 1.5264 1.9380
H -4.5478 1.5044 -2.3693
H -4.2343 1.9241 1.5151
C -2.6355 2.1611 -3.3543
C -2.6274 1.7919 3.1252
C -1.3057 1.8470 -2.9238
C -1.5532 0.8667 3.1900
H -2.9056 2.7617 -4.2134
H -2.8797 2.5681 3.8354
H -0.3514 2.1514 -3.3833
H -0.7502 0.7243 3.9251
H 3.3777 2.1274 -1.9142
Te 1.8895 -1.6750 2.7523
C 3.2903 -1.0912 1.2568
C 3.9748 0.1466 1.3296
C 5.1436 0.3478 0.5729
C 5.6610 -0.6286 -0.2891
C 4.8883 -1.7776 -0.4574
C 3.7027 -2.0168 0.2646
H 3.5951 0.9320 1.9922
H 5.6823 1.2827 0.6769
H 6.6158 -0.4856 -0.8112
H 5.2350 -2.5342 -1.1602
H 3.1096 -2.9188 0.1030

Cartesian forces, eV/Å:
H -0.765 0.200 -0.307
N -0.480 -1.153 -2.576
B -1.000 0.696 -0.595
N 0.293 -1.499 1.273
C 1.571 0.082 0.517
Cu 0.214 1.726 -0.933
H 0.620 -0.184 0.016
C -0.044 -0.020 0.141
H -0.054 0.008 0.043
C -1.575 1.418 -0.839
H 0.358 -0.250 0.148
C -0.859 0.503 0.866
H -0.059 -0.178 -0.137
H 0.087 0.180 -0.123
H 0.223 -0.232 0.048
N 1.544 0.281 -0.558
N 0.310 -0.496 1.681
N 0.120 -0.148 0.219
N -0.073 2.005 0.099
C 0.829 -0.409 0.561
C 1.326 -0.499 -0.239
H 0.098 0.009 0.018
H 0.675 -0.010 0.179
C 0.229 -0.519 0.771
C 0.011 -0.059 0.142
C -1.323 -0.355 0.608
C -1.184 0.078 -1.262
H -0.144 -0.161 0.203
H 0.023 -0.236 -0.031
H -0.623 -0.332 0.477
H -0.652 0.106 -0.340
H 0.581 -0.287 -0.656
Te 0.300 -0.096 0.385
C 0.563 0.335 -1.253
C -0.007 -0.710 0.015
C -0.112 -0.040 0.115
C -0.911 0.075 0.576
C -0.127 -0.426 -0.102
C 0.198 0.672 0.680
H 0.345 -0.298 -0.207
H -0.123 0.031 0.060
H -0.576 -0.066 0.213
H -0.195 0.089 0.110
H 0.372 0.168 -0.004


C16H19BrCd | ωB97M-V/def2-TZVPD

Summary:
lowest unoccupied orbital energy (alpha / beta) = 4.843 / 4.869 eV
charge = -2
HOMO (alpha / beta) = 0.341 / 1.409 eV

CARTESIAN COORDINATES (ANGSTROEM)
C 1.8363 2.1984 -2.9902
C 0.7036 2.7601 -2.3416
C 0.9890 2.8609 -0.9522
H -0.2182 3.0943 -2.8189
C 2.3462 2.3510 -0.7432
C 2.8170 1.9091 -2.0282
H 3.8088 1.5161 -2.2282
H 1.9305 2.0784 -4.0664
H 0.3500 3.3606 -0.2129
H 2.9794 2.5397 0.1291
Cd 1.0907 0.8797 0.3799
Br -1.9018 0.5489 -1.0302
C 0.2782 -2.5198 -1.9560
C 1.6553 -2.4018 -2.2829
C 1.7559 -1.7428 -3.5484
H 2.4869 -2.7715 -1.6960
C 0.4385 -1.4506 -3.9994
C -0.4790 -1.9367 -3.0149
H -1.5684 -1.9007 -3.0894
H -0.1375 -2.9624 -1.0568
H 2.6727 -1.5519 -4.1033
H 0.1691 -1.0236 -4.9611
C -0.4777 0.0425 4.1601
C -1.4659 -0.3741 3.0741
C -1.8564 -1.8428 3.2646
C -2.7327 0.4938 3.1502
C -0.8708 -0.1665 1.7340
C -0.8949 0.0677 0.4935
H -0.9245 -0.0631 5.1500
H -0.1805 1.0876 4.0284
H 0.4196 -0.5835 4.1158
H -2.3382 -1.9791 4.2378
H -2.5632 -2.1685 2.4901
H -0.9717 -2.4913 3.2254
H -2.4762 1.5507 3.0031
H -3.4394 0.1974 2.3646
H -3.2308 0.3935 4.1196

Cartesian forces, eV/Å:
C -0.245 0.357 0.538
C 0.636 0.102 0.562
C 0.305 0.722 -0.923
H 0.234 -0.292 0.168
C 0.208 0.613 -0.881
C -0.270 0.743 0.195
H -0.206 -0.070 0.077
H -0.060 -0.328 0.260
H 0.353 -0.183 -0.264
H -0.283 -0.010 -0.488
Cd 0.856 -1.241 0.891
Br -1.809 0.227 -0.828
C -0.032 0.347 -0.764
C -0.412 0.331 -0.721
C -0.600 -0.384 0.337
H 0.017 0.069 0.078
C 0.009 -0.780 0.744
C 0.767 -0.206 -0.270
H 0.340 0.092 0.125
H 0.068 0.069 -0.003
H -0.094 0.090 0.173
H 0.038 0.127 0.129
C 0.164 0.038 0.063
C -0.394 0.126 -0.169
C 0.026 -0.245 -0.104
C -0.133 0.153 -0.048
C -0.495 -0.277 0.023
C 1.026 -0.266 0.726
H -0.127 -0.049 0.155
H 0.059 -0.160 -0.041
H -0.070 0.182 -0.050
H 0.002 0.007 0.075
H 0.212 0.092 0.096
H -0.169 0.139 -0.071
H -0.056 -0.205 -0.022
H 0.159 0.104 0.119
H -0.024 -0.035 0.115


C16H19ClFNO3 | ωB97M-V/def2-TZVPD

Summary:
SMILES = CCOC(=O)[C@H]1CCCN(C(=O)Cc2c(F)cccc2Cl)C1
lowest unoccupied orbital energy = 0.741 eV
energy above the lowest of the compared OMol25 structures with the same formula, charge and spin = 0.0 kJ/mol
charge = 0
HOMO = -9.037 eV

CARTESIAN COORDINATES (ANGSTROEM)
C -1.7580 -2.8029 0.7333
C -2.8078 -2.4147 -0.2968
O -2.9821 -0.9944 -0.3470
C -2.1472 -0.3067 -1.1148
O -1.2983 -0.8043 -1.8112
C -2.3984 1.1970 -1.0729
C -3.2149 1.6609 0.1342
C -2.3998 1.5293 1.4185
C -1.0700 2.2644 1.2712
N -0.3376 1.7477 0.1307
C 0.7787 1.0112 0.3475
O 1.2158 0.8302 1.4670
C 1.4767 0.4482 -0.8925
C 2.7613 -0.1995 -0.4782
C 2.8086 -1.5434 -0.1266
F 1.6791 -2.2748 -0.2189
C 3.9617 -2.1709 0.3040
C 5.1254 -1.4297 0.4030
C 5.1233 -0.0858 0.0763
C 3.9495 0.5141 -0.3506
Cl 3.9745 2.1973 -0.7307
C -1.0405 1.9231 -1.1157
H -0.7842 -2.4164 0.4448
H -1.6962 -3.8853 0.7963
H -2.0218 -2.4062 1.7110
H -2.5167 -2.7706 -1.2899
H -3.7907 -2.8090 -0.0304
H -2.9410 1.4322 -1.9965
H -3.4866 2.7090 -0.0155
H -4.1333 1.0787 0.2085
H -2.2032 0.4766 1.6239
H -2.9564 1.9429 2.2601
H -1.2443 3.3357 1.1180
H -0.4463 2.1239 2.1550
H 1.6806 1.2568 -1.5957
H 0.8196 -0.2868 -1.3624
H 3.9330 -3.2175 0.5610
H 6.0360 -1.8983 0.7414
H 6.0237 0.5021 0.1588
H -1.2148 2.9954 -1.2677
H -0.4572 1.5403 -1.9504

Cartesian forces, eV/Å:
C -0.216 0.277 -0.231
C 0.205 -0.569 -0.052
O -0.252 0.096 0.213
C 0.039 0.452 -0.251
O 0.050 -0.202 -0.020
C 0.068 0.103 0.027
C 0.002 -0.209 0.066
C 0.031 0.280 -0.125
C -0.002 -0.122 0.488
N -0.352 0.255 0.141
C 0.207 0.003 -0.333
O 0.155 -0.183 0.176
C 0.081 -0.209 0.219
C -0.047 -0.042 0.011
C 0.341 0.181 -0.063
F -0.030 0.071 0.011
C -0.209 -0.032 -0.030
C -0.096 0.071 -0.030
C 0.056 0.092 -0.001
C 0.019 -0.497 0.059
Cl 0.027 0.319 -0.038
C -0.123 -0.209 -0.414
H 0.097 0.012 0.002
H 0.018 -0.137 0.030
H -0.009 -0.008 0.104
H -0.137 0.039 0.147
H 0.113 0.066 -0.076
H 0.047 -0.046 0.033
H -0.036 0.020 -0.025
H -0.030 0.105 -0.034
H 0.016 -0.032 0.086
H -0.011 -0.033 0.052
H 0.010 -0.008 0.013
H -0.095 0.117 -0.132
H -0.096 -0.092 -0.024
H 0.057 0.159 -0.042
H -0.029 -0.108 0.015
H 0.084 -0.046 0.027
H 0.055 0.067 -0.005
H 0.003 -0.087 -0.054
H -0.011 0.087 0.063


Question: What is the formula in the second record?
Answer: C16H19BCdN10S